Record 1
C31H36N3O3RhS | ωB97M-V with the def2-TZVPD basis set

Cartesian coordinates (Å):
Rh  -0.09  -0.48  -0.14
C  -4.38  3.34  -0.65
N  -3.80  2.01  -0.68
C  -4.74  0.92  -0.43
C  -2.48  1.74  -0.59
O  -2.08  0.60  -0.44
C  -1.50  2.90  -0.78
O  -0.28  2.58  -0.18
C  0.88  2.87  -0.90
C  1.09  1.90  -2.06
O  0.27  1.01  -2.26
N  2.19  2.07  -2.83
C  2.42  1.18  -3.95
C  3.12  3.17  -2.64
H  -5.30  3.33  -1.24
H  -3.73  4.08  -1.10
H  -4.63  3.65  0.37
H  -5.60  1.04  -1.09
H  -5.09  0.94  0.61
H  -4.25  -0.03  -0.61
H  -1.89  3.81  -0.32
H  -1.42  3.07  -1.86
H  1.71  2.77  -0.20
H  0.88  3.90  -1.27
H  1.69  0.38  -3.92
H  3.42  0.77  -3.90
H  2.31  1.72  -4.90
H  3.29  3.37  -1.58
H  2.78  4.09  -3.13
H  4.08  2.88  -3.07
S  1.09  -3.94  -3.19
C  0.04  -3.01  -4.22
C  -0.28  -3.19  -5.56
C  -1.14  -2.29  -6.15
C  -1.70  -1.23  -5.41
C  -1.39  -1.05  -4.08
C  -0.51  -1.96  -3.48
N  -0.12  -1.91  -2.15
C  0.70  -2.87  -1.87
C  1.26  -2.95  -0.51
C  1.58  -4.09  0.14
C  1.89  -4.06  1.58
C  1.85  -2.93  2.29
C  1.54  -1.62  1.64
C  1.16  -1.69  0.22
H  0.14  -4.00  -6.14
H  -1.40  -2.40  -7.19
H  -2.37  -0.54  -5.91
H  -1.79  -0.24  -3.49
H  1.54  -5.05  -0.35
H  2.13  -5.01  2.05
H  2.07  -2.95  3.35
H  2.40  -0.94  1.79
C  1.21  1.40  2.67
C  0.25  0.26  3.03
C  -1.16  0.85  3.13
C  0.23  -0.82  1.94
C  0.67  -0.41  4.33
C  -0.23  -1.17  5.08
C  0.16  -1.88  6.20
C  1.49  -1.86  6.61
C  2.40  -1.11  5.89
C  2.00  -0.40  4.77
H  0.76  1.98  1.86
H  2.17  1.04  2.31
H  1.39  2.06  3.52
H  -1.39  1.35  2.19
H  -1.24  1.58  3.95
H  -1.91  0.08  3.28
H  -0.51  -1.58  2.24
H  -1.27  -1.23  4.76
H  -0.57  -2.46  6.75
H  1.80  -2.41  7.49
H  3.44  -1.08  6.20
H  2.73  0.18  4.22

* HOMO-LUMO gap: 6.2799 eV
* LUMO energy: 0.3 eV

=====

Record 2
C4H16LiO8S | ωB97M-V with the def2-TZVPD basis set

Cartesian coordinates (Å):
Li  0.11  0.27  -0.60
S  2.36  1.06  1.65
O  3.09  -0.16  1.68
O  3.40  2.05  1.31
O  1.26  0.95  0.65
O  1.94  1.37  2.99
C  0.18  2.79  -1.87
O  -0.30  1.49  -2.23
H  -0.10  3.64  -2.49
H  1.23  2.70  -2.04
H  -0.33  3.10  -0.79
H  -0.54  1.43  -3.09
C  0.75  -2.30  -2.33
O  1.12  -1.38  -1.22
H  -0.15  -2.81  -2.23
H  1.56  -2.94  -2.38
H  0.49  -1.49  -3.31
H  2.16  -1.52  -1.21
C  -0.52  -2.32  1.97
O  -1.44  -1.87  2.92
H  -0.08  -3.21  2.33
H  0.24  -1.70  1.60
H  -1.17  -2.83  1.33
H  -1.09  -1.24  3.64
C  -2.59  1.19  0.49
O  -1.74  0.03  0.42
H  -3.04  1.33  -0.50
H  -1.90  2.04  1.02
H  -3.33  0.84  1.26
H  -1.60  -0.50  1.00

* HOMO-LUMO gap: 4.2548 eV
* ΔE to the lowest compared entry with this formula, charge and spin: 62.2 kcal per mole
* charge: -1
* LUMO energy: 1.9 eV

=====

Record 3
C5H9N3O | ωB97M-V with the def2-TZVPD basis set

Cartesian coordinates (Å):
C  -1.77  0.05  0.87
C  0.89  0.12  1.73
C  0.43  0.45  -0.57
C  -0.44  0.09  0.26
N  1.61  0.61  -1.14
C  -0.95  -0.76  -2.60
O  0.62  1.14  2.56
N  -1.18  0.23  -1.88
N  1.77  -0.74  2.01
H  1.15  1.02  3.37
H  1.91  0.02  -1.90
H  2.03  1.53  -1.10
H  1.91  -1.42  1.27
H  -1.77  0.61  1.81
H  -2.50  0.46  0.17
H  -2.04  -0.99  1.09
H  -0.14  -1.50  -2.42
H  -1.52  -0.94  -3.53

* HOMO-LUMO gap (spin up / spin down): 7.5729 / 7.5763 eV
* ΔE to the lowest compared entry with this formula, charge and spin: 157.7 kcal per mole
* LUMO energy (spin up / spin down): 0.6 / 0.6 eV

=====

Record 4
C3H10N2S | ωB97M-V with the def2-TZVPD basis set

Cartesian coordinates (Å):
N  -0.50  2.74  -1.20
C  -1.11  1.39  -0.72
C  0.11  0.46  -0.20
N  0.49  0.96  1.11
C  -0.40  -0.93  -0.14
S  0.71  -2.41  0.57
H  -1.25  3.21  -1.79
H  -0.10  3.39  -0.52
H  -1.96  1.31  -0.12
H  -1.39  0.88  -1.70
H  1.01  0.66  -0.94
H  1.27  0.62  1.71
H  -0.34  0.95  1.73
H  -1.12  -0.64  0.65
H  -0.82  -1.34  -1.05
H  1.85  -1.89  0.06

* HOMO-LUMO gap: 10.0880 eV
* ΔE to the lowest compared entry with this formula, charge and spin: 35.4 kcal per mole
* SMILES: NC[C@@H](N)CS
* LUMO energy: 1.0 eV

=====

Record 5
C5H6NO | ωB97M-V with the def2-TZVPD basis set

Cartesian coordinates (Å):
C  0.80  1.19  -0.38
C  0.53  1.24  0.94
C  0.23  -0.05  -0.83
C  -0.16  0.03  1.51
C  -0.34  -0.88  0.24
N  0.06  -1.01  -3.35
O  -1.02  -1.19  -3.52
H  1.31  1.92  -0.92
H  0.80  1.89  1.69
H  0.28  -0.42  2.33
H  -1.17  0.30  2.06
H  -1.50  -1.04  0.15
H  0.16  -1.98  0.09

* HOMO-LUMO gap (spin up / spin down): 7.0095 / 7.0088 eV
* ΔE to the lowest compared entry with this formula, charge and spin: 165.1 kcal per mole
* charge: +1
* LUMO energy (spin up / spin down): -6.2 / -6.2 eV

=====

Record 6
C3H10N2O4S2 | ωB97M-V with the def2-TZVPD basis set

Cartesian coordinates (Å):
C  -1.32  1.00  2.69
N  -1.32  1.45  1.33
N  -1.75  0.58  0.43
S  -0.50  -0.15  -0.31
C  -1.09  -0.49  -1.98
O  0.59  0.77  -0.61
O  0.25  -1.71  -0.37
S  1.74  -1.90  0.20
C  2.74  -1.19  -1.10
O  1.72  -1.20  1.46
O  2.00  -3.26  0.17
H  -2.33  0.87  3.18
H  -0.55  0.09  2.90
H  -0.95  1.80  3.42
H  -0.50  1.97  0.94
H  -1.92  -1.13  -2.04
H  -1.53  0.41  -2.47
H  -0.31  -0.84  -2.61
H  3.62  -0.55  -0.62
H  3.09  -1.98  -1.76
H  2.18  -0.43  -1.76

* HOMO-LUMO gap (spin up / spin down): 9.0552 / 9.0536 eV
* ΔE to the lowest compared entry with this formula, charge and spin: 42.3 kcal per mole
* SMILES: CNN=[S@@](C)(=O)OS(C)(=O)=O
* LUMO energy (spin up / spin down): -0.1 / -0.1 eV

=====

Record 7
C3H6N2 | ωB97M-V with the def2-TZVPD basis set

Cartesian coordinates (Å):
H  2.49  -1.29  0.93
N  2.30  -0.72  0.08
C  1.03  -0.62  0.03
N  0.34  0.76  -0.40
C  -1.13  0.19  -0.76
C  -0.89  0.97  0.50
H  0.29  -1.38  0.30
H  -1.40  0.73  -1.63
H  -1.13  -0.89  -0.85
H  -0.71  0.32  1.33
H  -1.18  1.92  0.46

* HOMO-LUMO gap: 10.4723 eV
* ΔE to the lowest compared entry with this formula, charge and spin: 86.6 kcal per mole
* SMILES: [H]/N=C/N1CC1
* LUMO energy: 1.0 eV

=====

Record 8
C30H36N4O7 | ωB97M-V with the def2-TZVPD basis set

Cartesian coordinates (Å):
C  -2.66  -3.76  1.02
C  -1.96  -2.75  1.93
C  -1.06  -1.83  1.16
C  -1.57  -0.73  0.57
O  -2.90  -0.44  0.62
C  -3.24  0.88  0.87
O  -2.48  1.64  1.40
N  -4.51  1.13  0.52
C  -5.33  0.16  -0.17
C  -5.97  -0.83  0.80
C  -5.01  2.48  0.70
C  -4.89  3.29  -0.59
N  -0.76  0.14  -0.14
C  -1.12  1.01  -1.12
O  -2.21  1.25  -1.55
O  0.02  1.62  -1.57
C  1.12  1.08  -0.96
N  2.31  1.25  -1.30
C  2.65  2.13  -2.38
C  3.08  3.50  -1.84
O  2.09  4.17  -1.10
C  1.04  4.71  -1.86
C  0.65  0.22  0.19
C  0.77  0.99  1.53
C  2.19  1.21  1.97
C  2.90  2.32  1.54
C  4.21  2.51  1.93
C  4.83  1.60  2.77
C  4.12  0.50  3.23
C  2.81  0.31  2.83
C  1.28  -1.17  0.31
C  0.33  -2.18  0.92
C  0.86  -3.39  1.13
C  2.27  -3.65  0.70
C  2.44  -3.17  -0.75
C  1.64  -4.09  -1.66
O  1.75  -5.27  -1.79
N  0.71  -3.31  -2.32
C  0.76  -1.97  -2.03
O  0.06  -1.13  -2.53
C  1.85  -1.77  -0.99
H  -3.31  -4.40  1.60
H  -1.93  -4.37  0.50
H  -3.25  -3.23  0.28
H  -1.38  -3.27  2.70
H  -2.72  -2.15  2.44
H  -6.10  0.71  -0.71
H  -4.71  -0.37  -0.90
H  -6.58  -0.30  1.53
H  -6.61  -1.52  0.25
H  -5.21  -1.39  1.32
H  -6.05  2.43  1.03
H  -4.40  2.95  1.48
H  -3.87  3.24  -0.96
H  -5.15  4.33  -0.40
H  -5.55  2.91  -1.36
H  1.81  2.25  -3.09
H  3.50  1.69  -2.90
H  3.91  3.35  -1.14
H  3.42  4.12  -2.68
H  0.39  3.93  -2.28
H  0.45  5.32  -1.18
H  1.42  5.33  -2.68
H  0.23  0.41  2.28
H  0.26  1.95  1.42
H  2.42  3.05  0.89
H  4.76  3.38  1.58
H  5.85  1.74  3.07
H  4.59  -0.20  3.90
H  2.25  -0.53  3.22
H  2.15  -1.05  0.98
H  0.29  -4.21  1.54
H  2.50  -4.72  0.75
H  2.98  -3.11  1.34
H  3.49  -3.23  -1.03
H  0.05  -3.69  -2.98
H  2.59  -1.06  -1.38

* HOMO-LUMO gap: 8.6123 eV
* ΔE to the lowest compared entry with this formula, charge and spin: 0.0 kcal per mole
* SMILES: CCC1=C(OC(=O)N(CC)CC)N2C(=O)O/C(=N\CCOC)[C@]2(Cc2ccccc2)[C@H]2C1=CC[C@H]1C(=O)NC(=O)[C@H]12
* LUMO energy: 0.7 eV

=====

Record 9
C3H2N4O | ωB97M-V with the def2-TZVPD basis set

Cartesian coordinates (Å):
O  -1.23  2.20  -0.57
C  -0.92  1.41  0.29
C  -0.58  0.05  0.10
C  -0.28  -1.12  0.72
N  -0.16  -2.12  -0.12
N  -0.79  -1.09  -0.84
H  -0.61  1.83  1.25
H  -1.68  -1.32  -1.10
N  2.93  0.57  -0.01
N  3.33  -0.41  0.27

* HOMO-LUMO gap: 8.1646 eV
* ΔE to the lowest compared entry with this formula, charge and spin: 94.8 kcal per mole
* SMILES: [O-]/C=C1/C2=N[N@@H+]21.N#N
* LUMO energy: -1.3 eV